{"formula": "C24H21N2O2SV", "method": "wB97M-V/def2-TZVPD", "species": ["V", "O", "C", "O", "C", "C", "C", "C", "C", "C", "S", "H", "H", "H", "H", "C", "N", "C", "C", "N", "H", "H", "H", "H", "H", "H", "C", "C", "C", "C", "C", "C", "C", "C", "C", "C", "C", "C", "C", "C", "H", "H", "H", "H", "H", "H", "H", "H", "H", "H", "H"], "positions_angstrom": [[0.004, -0.171, 0.922], [1.307, -2.849, 1.716], [0.704, -2.581, 0.712], [0.923, -1.414, 0.016], [-0.398, -3.410, 0.154], [-0.212, -4.712, -0.272], [-1.292, -5.424, -0.780], [-2.546, -4.837, -0.839], [-2.741, -3.538, -0.385], [-1.663, -2.819, 0.105], [-1.968, -1.205, 0.848], [0.768, -5.166, -0.213], [-1.149, -6.439, -1.126], [-3.385, -5.394, -1.233], [-3.725, -3.088, -0.403], [2.193, 0.452, 5.819], [1.094, -0.306, 5.209], [0.491, -1.419, 5.959], [0.740, -0.085, 3.989], [0.408, 0.120, 2.897], [1.839, 0.915, 6.738], [2.526, 1.221, 5.128], [3.019, -0.225, 6.038], [0.061, -1.033, 6.882], [1.260, -2.157, 6.182], [-0.288, -1.878, 5.357], [-2.570, 5.598, -2.364], [-3.553, 4.632, -2.216], [-3.230, 3.403, -1.664], [-1.928, 3.133, -1.242], [-0.943, 4.112, -1.405], [-1.264, 5.335, -1.964], [-1.661, 1.815, -0.662], [-0.576, 1.412, 0.005], [0.667, 2.027, 0.489], [0.698, 2.961, 1.545], [1.899, 3.392, 2.054], [3.101, 2.867, 1.559], [3.092, 1.938, 0.541], [1.876, 1.526, -0.008], [-2.817, 6.557, -2.801], [-4.566, 4.833, -2.536], [-3.992, 2.640, -1.555], [0.079, 3.909, -1.114], [-0.496, 6.085, -2.097], [-2.448, 1.078, -0.787], [-0.238, 3.339, 1.938], [1.914, 4.134, 2.841], [4.044, 3.202, 1.971], [4.020, 1.544, 0.150], [1.864, 0.845, -0.851]], "mulliken_charge": [-0.4911, -0.5224, 0.1434, -0.5518, 0.6563, -0.5793, -0.5680, -0.5492, -0.6439, 0.7754, -0.2868, 0.4661, 0.3997, 0.3919, 0.4336, -0.8679, -0.0016, -0.9246, 0.4138, -0.2600, 0.3343, 0.2958, 0.3202, 0.3392, 0.3443, 0.3180, -0.3930, -0.6232, -0.6321, 0.8641, -0.2244, -0.7486, -0.1398, 0.5289, 0.2631, -0.0071, -0.8265, -0.4616, -0.8760, 0.1774, 0.3917, 0.3889, 0.3729, 0.5381, 0.4002, 0.3039, 0.4868, 0.4608, 0.4458, 0.4578, 0.4666], "charge": 1, "multiplicity": 2, "e_homo_ev": [-11.1, -11.3], "max_force_ev_per_a": 0.7, "s_squared": 0.7730, "homo_lumo_gap_ev": [6.977, 7.500], "total_energy_ha": -2529.11479, "e_above_lowest_kj_mol": 30.3}

---

{"formula": "C24H21OS", "method": "wB97M-V/def2-TZVPD", "species": ["C", "C", "C", "C", "C", "S", "H", "H", "H", "H", "H", "H", "C", "C", "C", "C", "O", "C", "C", "C", "C", "C", "C", "C", "C", "C", "C", "C", "C", "C", "C", "C", "H", "H", "H", "H", "H", "H", "H", "H", "H", "H", "H", "H", "H", "H", "H"], "positions_angstrom": [[0.972, -1.063, -6.138], [0.725, -0.880, -4.712], [-0.523, -0.602, -4.154], [-0.478, -0.674, -2.760], [0.821, -0.683, -2.090], [1.871, -1.064, -3.502], [0.077, -0.770, -6.666], [1.858, -0.488, -6.478], [1.188, -2.092, -6.389], [-1.408, -0.387, -4.784], [-1.333, -0.456, -2.139], [1.006, -1.312, -1.139], [-4.467, -1.521, 4.279], [-3.247, -1.062, 4.764], [-2.694, 0.132, 4.314], [-3.388, 0.856, 3.340], [-2.715, 1.918, 2.700], [-1.683, 1.576, 1.802], [-2.044, 1.390, 0.472], [-1.014, 1.075, -0.416], [0.269, 0.905, -0.022], [1.295, 0.536, -1.182], [2.739, 0.194, -0.582], [3.787, 0.406, -1.444], [5.104, 0.167, -1.021], [5.318, -0.193, 0.334], [4.240, -0.495, 1.188], [2.929, -0.415, 0.655], [0.613, 1.166, 1.346], [-0.384, 1.407, 2.304], [-4.672, 0.474, 2.914], [-5.181, -0.746, 3.367], [-4.910, -2.458, 4.628], [-2.714, -1.645, 5.504], [-1.737, 0.507, 4.679], [-3.040, 1.576, 0.119], [-1.253, 1.000, -1.464], [1.366, 1.403, -1.903], [3.622, 0.748, -2.482], [5.959, 0.416, -1.718], [6.366, -0.238, 0.698], [4.420, -0.647, 2.253], [2.141, -0.813, 1.286], [1.649, 1.161, 1.713], [-0.132, 1.624, 3.362], [-5.177, 1.127, 2.201], [-6.138, -1.062, 2.961]], "mulliken_charge": [-1.2013, 1.1289, -0.8535, -0.9243, -0.1778, -0.0359, 0.3703, 0.3501, 0.3378, 0.3639, 1.1197, 0.5464, -0.5287, -0.4538, -0.2652, 0.4029, -0.5002, 0.2275, -1.1162, -0.7893, -0.2284, -0.0682, 0.5092, -0.5107, -0.7889, -0.3851, -0.9434, -0.3278, -0.4820, -0.4470, -0.4296, -0.3505, 0.3707, 0.3674, 0.3300, 0.4433, 1.1671, 0.5404, 0.4601, 0.3164, 0.3581, 0.3751, 0.7647, 0.6719, 0.4998, 0.4273, 0.3590], "charge": 1, "e_homo_ev": -11.0, "max_force_ev_per_a": 2.8, "homo_lumo_gap_ev": 5.621, "total_energy_ha": -1400.22406}

---

{"formula": "C24H22B2F4N6O7S6W", "method": "wB97M-V/def2-TZVPD", "species": ["W", "C", "C", "N", "O", "B", "F", "F", "O", "N", "C", "C", "C", "N", "O", "B", "F", "F", "O", "N", "C", "C", "C", "H", "H", "H", "H", "H", "H", "H", "H", "H", "H", "H", "H", "S", "C", "S", "C", "C", "S", "S", "S", "N", "C", "C", "C", "C", "C", "C", "C", "H", "H", "H", "H", "N", "C", "C", "C", "C", "C", "C", "S", "O", "O", "O", "H", "H", "H", "H", "H", "H"], "positions_angstrom": [[-0.011, -0.396, 0.113], [1.132, 3.509, 2.045], [0.633, 2.413, 1.173], [0.684, 1.157, 1.457], [1.281, 0.832, 2.640], [0.897, -0.384, 3.191], [1.670, -0.838, 4.154], [1.263, -1.266, 1.337], [-0.364, -0.957, 3.116], [-1.063, -0.651, 1.979], [-2.344, -0.714, 2.075], [-3.087, -1.049, 3.318], [-2.989, -0.404, 0.826], [-2.160, -0.126, -0.135], [-2.787, 0.224, -1.265], [-2.300, 1.268, -2.241], [-3.181, 2.316, -2.206], [-2.218, 0.654, -3.479], [-0.913, 1.755, -1.933], [-0.355, 1.564, -0.724], [0.028, 2.650, -0.119], [-0.139, 4.021, -0.671], [-4.464, -0.351, 0.641], [1.511, 3.122, 2.983], [0.334, 4.225, 2.241], [1.933, 4.045, 1.533], [-2.431, -1.061, 4.180], [-3.539, -2.038, 3.209], [-3.893, -0.332, 3.478], [-0.739, 4.005, -1.573], [0.840, 4.450, -0.897], [-0.616, 4.665, 0.068], [-4.974, -0.872, 1.448], [-4.731, -0.805, -0.311], [-4.811, 0.684, 0.608], [7.900, -1.032, -1.058], [6.313, -1.166, -0.925], [5.441, -2.675, -0.884], [3.826, -2.062, -0.737], [3.770, -0.556, -0.706], [2.430, 0.402, -0.639], [5.264, 0.238, -0.839], [2.533, -3.020, -0.720], [-2.866, -7.472, 0.077], [-2.409, -6.417, 0.049], [-1.848, -5.093, 0.013], [-2.238, -4.190, -0.967], [-1.705, -2.909, -0.975], [-0.759, -2.480, -0.036], [-0.397, -3.416, 0.945], [-0.921, -4.697, 0.974], [-2.966, -4.483, -1.712], [-2.092, -2.233, -1.734], [0.327, -3.153, 1.700], [-0.612, -5.396, 1.740], [-0.009, -0.833, -2.138], [1.128, -0.590, -3.042], [1.528, 0.685, -3.439], [2.747, 0.836, -4.086], [3.557, -0.261, -4.334], [3.064, -1.539, -4.093], [1.844, -1.701, -3.462], [5.268, -0.076, -4.842], [5.468, -1.110, -5.833], [5.959, -0.339, -3.574], [5.372, 1.293, -5.297], [-0.147, -1.838, -2.147], [-0.838, -0.429, -2.580], [0.926, 1.550, -3.209], [3.109, 1.819, -4.363], [3.661, -2.395, -4.385], [1.471, -2.696, -3.253]], "mulliken_charge": [0.8437, -1.7825, 0.6363, 0.6869, -0.6398, 1.2460, -0.2118, -0.9300, -0.6562, 0.4750, 0.5286, -2.0905, 0.3668, 0.6288, -0.5197, 0.4154, -0.3108, -0.3152, -0.5100, 0.6802, 0.5473, -2.1344, -1.7825, 0.4366, 0.3689, 0.3480, 0.4235, 0.3733, 0.4850, 0.4133, 0.3591, 0.4903, 0.5521, 0.3411, 0.2811, -0.0736, 0.2395, -0.0459, 0.2488, 0.3641, -0.1805, 0.0807, -0.1320, -0.5287, -0.2795, 0.4210, -1.1645, 0.3155, 0.9805, -0.5000, -0.8471, 0.5079, 0.4018, 0.3303, 0.5213, 0.0736, 0.0917, 0.1834, -1.0621, -0.3047, -0.9777, -1.4230, 1.2219, -0.6985, -0.4857, -0.7256, 0.5489, 0.3745, 0.6523, 0.5468, 0.5101, 0.7702], "charge": 0, "e_homo_ev": -8.2, "max_force_ev_per_a": 1.0, "homo_lumo_gap_ev": 5.397, "total_energy_ha": -4688.53665, "e_above_lowest_kj_mol": 84.3}

---

{"formula": "C24H22BrN4O5", "method": "wB97M-V/def2-TZVPD", "species": ["O", "O", "O", "O", "O", "Br", "N", "C", "C", "C", "C", "C", "C", "C", "C", "C", "C", "C", "C", "C", "C", "C", "C", "C", "C", "C", "N", "N", "N", "C", "C", "C", "C", "C", "H", "H", "H", "H", "H", "H", "H", "H", "H", "H", "H", "H", "H", "H", "H", "H", "H", "H", "H", "H", "H", "H"], "positions_angstrom": [[-6.060, 4.592, -2.812], [4.426, 0.243, -2.524], [5.443, -3.534, 0.410], [1.400, 0.353, -0.111], [4.637, -5.583, 0.640], [-3.859, -0.873, -2.920], [-6.018, 6.031, -0.999], [-5.774, 4.828, -1.646], [5.018, -0.624, -1.894], [4.516, -4.377, 0.337], [2.548, -0.033, 0.091], [-5.581, 5.871, 0.234], [-3.773, 0.600, -0.365], [-4.150, 0.563, -1.693], [-1.814, -2.473, 1.861], [-1.157, -1.267, 1.599], [-3.117, -2.671, 1.391], [-1.802, -0.260, 0.875], [-3.758, -1.666, 0.657], [-4.445, 3.867, 1.568], [-3.997, 2.540, 1.403], [-3.106, -0.454, 0.396], [-5.026, 4.545, 0.479], [-4.131, 1.914, 0.154], [-5.156, 3.905, -0.730], [-4.714, 2.599, -0.899], [-4.731, 1.787, -2.015], [3.319, 0.699, 0.910], [4.454, -1.371, -0.954], [6.476, -0.898, -2.161], [4.655, 0.392, 1.424], [3.133, -3.914, -0.165], [2.710, -2.526, 0.354], [3.036, -1.340, -0.576], [-5.631, 6.647, 0.991], [-1.306, -3.256, 2.415], [-0.136, -1.112, 1.938], [-3.626, -3.610, 1.585], [-1.272, 0.663, 0.656], [-4.766, -1.821, 0.286], [-4.331, 4.359, 2.529], [-3.540, 1.997, 2.225], [-5.066, 2.068, -2.936], [2.883, 1.548, 1.228], [5.034, -2.072, -0.490], [6.581, -1.931, -2.490], [7.037, -0.757, -1.240], [6.834, -0.220, -2.933], [4.845, 0.966, 2.330], [4.742, -0.672, 1.658], [5.405, 0.651, 0.674], [3.108, -3.920, -1.257], [2.382, -4.631, 0.176], [1.627, -2.540, 0.483], [3.145, -2.360, 1.340], [2.447, -1.460, -1.485]], "mulliken_charge": [-0.5393, -0.7063, -0.7722, -0.6793, -0.7849, -0.1363, -0.6860, 0.5651, 0.6507, 0.5363, -0.1481, -0.5303, 0.6326, -0.3820, -0.4106, -0.7096, -0.6169, -0.2957, -0.3166, -1.1496, -0.2988, 0.2556, 0.1574, 0.4949, 0.8180, -0.6800, -0.0067, -0.0656, 0.0387, -1.1997, -0.7263, -0.8400, -0.4142, 0.1871, 0.4638, 0.3995, 0.3926, 0.3676, 0.5651, 0.4581, 0.3725, 0.5843, 0.2300, 0.2928, 0.4820, 0.3084, 0.2969, 0.3356, 0.3471, 0.2256, 0.1908, 0.2999, 0.2756, 0.1695, 0.2759, 0.4251], "charge": -1, "e_homo_ev": -4.9, "max_force_ev_per_a": 2.9, "homo_lumo_gap_ev": 4.974, "total_energy_ha": -4097.13827}

---

{"formula": "C24H22CdFN4O7", "method": "wB97M-V/def2-TZVPD", "species": ["Cd", "O", "C", "O", "C", "C", "C", "C", "C", "N", "C", "O", "O", "H", "H", "H", "H", "F", "C", "C", "C", "C", "O", "C", "C", "N", "C", "C", "C", "C", "C", "C", "N", "C", "C", "N", "C", "C", "C", "O", "O", "H", "H", "H", "H", "H", "H", "H", "H", "H", "H", "H", "H", "H", "H", "H", "H", "H", "H"], "positions_angstrom": [[3.337, 3.029, 0.148], [5.622, 2.689, -3.843], [5.084, 2.762, -2.625], [4.065, 3.362, -2.384], [5.873, 2.026, -1.590], [7.056, 1.362, -1.841], [7.681, 0.726, -0.769], [7.106, 0.776, 0.485], [5.908, 1.469, 0.652], [5.329, 2.072, -0.374], [5.215, 1.567, 2.024], [5.731, 0.928, 2.925], [4.142, 2.253, 2.055], [5.060, 3.203, -4.441], [7.476, 1.347, -2.835], [8.613, 0.200, -0.923], [7.545, 0.303, 1.351], [-0.002, -3.169, 0.062], [-0.537, -1.927, 0.062], [0.276, -0.846, -0.112], [-0.279, 0.437, -0.155], [0.617, 1.590, -0.329], [1.843, 1.376, -0.445], [-0.022, 2.866, -0.382], [-1.379, 2.921, -0.281], [-2.198, 1.868, -0.058], [-3.623, 2.080, 0.060], [-4.279, 1.822, 1.387], [-4.103, 3.226, 0.895], [-1.663, 0.593, -0.016], [-2.475, -0.533, 0.183], [-1.923, -1.795, 0.232], [-2.789, -2.910, 0.447], [-2.328, -3.993, 1.293], [-3.530, -4.759, 1.808], [-4.298, -5.289, 0.619], [-4.710, -4.179, -0.317], [-3.474, -3.405, -0.732], [0.651, 4.225, -0.569], [0.046, 5.049, -1.229], [1.755, 4.430, 0.063], [1.344, -0.965, -0.227], [-1.872, 3.878, -0.378], [-4.179, 1.846, -0.841], [-3.634, 1.502, 2.194], [-5.269, 1.389, 1.383], [-3.356, 3.830, 1.390], [-4.966, 3.768, 0.539], [-3.538, -0.422, 0.337], [-1.784, -3.594, 2.147], [-1.650, -4.687, 0.774], [-4.218, -4.116, 2.354], [-3.248, -5.615, 2.419], [-5.114, -5.817, 0.926], [-3.699, -5.945, 0.110], [-5.399, -3.552, 0.246], [-5.223, -4.636, -1.161], [-3.788, -2.571, -1.358], [-2.823, -4.046, -1.350]], "mulliken_charge": [1.3524, -0.4369, 0.1204, -0.5723, 0.4940, -0.3702, -0.3460, -0.4852, 0.3091, -0.1798, 0.4618, -0.6562, -0.7649, 0.3920, 0.4937, 0.4398, 0.5113, -0.3439, 0.5381, -1.0080, 0.6889, 1.9649, -1.3088, -0.3749, -0.6590, 0.2348, -0.1852, -0.4887, -0.9616, 0.1845, -0.8981, -1.0750, 0.3590, -0.5684, -0.9256, -0.1606, -0.7314, -0.4996, 0.4522, -0.6229, -0.8096, 0.5538, 0.7850, 0.3616, 0.2609, 0.3222, 0.3515, 0.2646, 0.5976, 0.4854, 0.4325, 0.3605, 0.4224, 0.3486, 0.4007, 0.3672, 0.3912, 0.4648, 0.2650], "charge": 1, "e_homo_ev": -10.6, "max_force_ev_per_a": 0.4, "homo_lumo_gap_ev": 7.278, "total_energy_ha": -1940.92599, "e_above_lowest_kj_mol": 12.2}

---

{"formula": "C24H22Cl2N4O4PbS", "method": "wB97M-V/def2-TZVPD", "species": ["Pb", "O", "C", "C", "C", "C", "C", "C", "C", "O", "N", "N", "C", "C", "C", "C", "C", "C", "N", "H", "H", "H", "H", "H", "H", "H", "H", "H", "H", "Cl", "C", "C", "C", "C", "C", "Cl", "C", "S", "H", "H", "H", "O", "C", "O", "C", "N", "C", "C", "C", "H", "H", "H", "H", "H", "H", "H", "H", "H"], "positions_angstrom": [[-0.771, -0.162, 0.036], [3.235, -1.259, 4.292], [2.355, -0.465, 4.893], [2.715, -0.002, 6.163], [1.868, 0.810, 6.868], [0.628, 1.226, 6.330], [0.266, 0.805, 5.090], [1.105, -0.054, 4.332], [0.633, -0.429, 3.030], [-0.392, 0.044, 2.510], [1.441, -1.391, 2.376], [0.911, -1.791, 1.253], [1.250, -2.900, 0.686], [0.716, -3.252, -0.630], [1.072, -4.463, -1.202], [0.527, -4.806, -2.433], [-0.336, -3.921, -3.051], [-0.636, -2.720, -2.411], [-0.136, -2.395, -1.226], [2.875, -1.544, 3.434], [3.667, -0.321, 6.566], [2.156, 1.137, 7.860], [-0.025, 1.870, 6.901], [-0.675, 1.108, 4.654], [1.898, -3.618, 1.192], [1.751, -5.129, -0.685], [0.766, -5.756, -2.892], [-0.787, -4.153, -4.006], [-1.300, -1.996, -2.873], [-0.178, 2.779, 0.723], [-1.622, 3.662, 0.334], [-1.882, 4.780, 1.076], [-3.020, 5.537, 0.791], [-3.889, 5.173, -0.226], [-3.638, 4.039, -0.970], [-4.744, 3.625, -2.204], [-2.483, 3.229, -0.721], [-2.183, 1.862, -1.666], [-1.208, 5.074, 1.869], [-3.227, 6.424, 1.376], [-4.765, 5.767, -0.445], [0.525, 0.148, -2.810], [1.451, 0.279, -1.994], [1.357, 0.301, -0.733], [2.869, 0.396, -2.555], [2.696, 0.555, -4.050], [3.459, -0.546, -4.734], [3.404, -1.667, -3.709], [3.652, -0.919, -2.392], [3.369, 1.253, -2.114], [2.927, 1.482, -4.398], [1.674, 0.413, -4.140], [4.482, -0.209, -4.883], [3.010, -0.765, -5.697], [4.152, -2.430, -3.909], [2.417, -2.138, -3.713], [4.715, -0.712, -2.272], [3.314, -1.459, -1.511]], "mulliken_charge": [1.0443, -0.5801, 0.6248, -0.7088, -0.2824, -0.7508, -0.6758, 0.5154, 0.7155, -0.7464, -0.7170, 0.2853, -0.7066, 0.8504, -0.7496, -0.4307, -0.8123, -0.1366, 0.0408, 0.5799, 0.4621, 0.4079, 0.4397, 0.4484, 0.4361, 0.4178, 0.4790, 0.4423, 0.4314, -0.1328, 0.8679, -0.7306, -0.3267, -0.6941, 0.2960, -0.1443, -0.0307, -0.1714, 0.4425, 0.3946, 0.4536, -0.7705, 0.7297, -0.6768, -0.0925, -0.0410, -0.7108, -0.2681, -0.7246, 0.4182, 0.3468, 0.3416, 0.3635, 0.3929, 0.4570, 0.0318, 0.4213, 0.2337], "charge": 2, "e_homo_ev": [-13.3, -13.6], "max_force_ev_per_a": 0.8, "homo_lumo_gap_ev": [4.923, 6.100], "total_energy_ha": -2958.66132, "e_above_lowest_kj_mol": 0.0}